{"formula": "C7H16N2O5S", "method": "ωB97M-V with the def2-TZVPD basis set", "elements": ["C", "C", "C", "O", "C", "N", "O", "S", "O", "O", "O", "C", "C", "C", "N", "H", "H", "H", "H", "H", "H", "H", "H", "H", "H", "H", "H", "H", "H", "H", "H"], "xyz": [[3.1558, 1.3731, -0.0009], [3.2619, 0.1470, 0.9550], [2.0139, -0.8123, 0.9171], [1.5209, -1.0777, -0.3770], [0.2108, -0.7284, -0.7025], [0.2342, 0.1854, -1.8457], [-0.2862, -1.9524, -1.3234], [-1.1329, -2.8410, -0.2066], [-2.5049, -3.1979, -0.5979], [-0.2770, -4.0158, 0.0171], [-1.0645, -1.6951, 1.0041], [-0.8762, -0.4231, 0.3475], [-2.2962, 0.0063, -0.1380], [-2.7702, 1.3365, 0.5618], [-3.1601, 2.4001, -0.3806], [2.2927, 1.3008, -0.6711], [3.0739, 2.2855, 0.6133], [4.0894, 1.4959, -0.5721], [4.1949, -0.4252, 0.8487], [3.2849, 0.5419, 1.9873], [1.3162, -0.4278, 1.6736], [2.3951, -1.7674, 1.3266], [0.2839, 1.1450, -1.5304], [1.0580, -0.0858, -2.3659], [-0.4416, 0.3786, 0.9675], [-2.4045, 0.0857, -1.2287], [-2.9985, -0.7719, 0.1931], [-1.9838, 1.7702, 1.2058], [-3.6300, 1.1489, 1.2227], [-2.4922, 2.4525, -1.1379], [-4.0674, 2.1684, -0.7623]], "relative_energy_ev": 3.328, "orbital_gap_ev": 10.21, "energy_ha": -1160.14081, "homo_ev": -9.75, "smiles": "CCCO[C@@]1(N)OS(=O)(=O)O[C@@H]1CCN", "e_lumo_ev": 0.46}

{"formula": "C40H38N7O8P2S2Tl", "method": "ωB97M-V with the def2-TZVPD basis set", "elements": ["Tl", "C", "C", "C", "C", "C", "C", "N", "C", "C", "C", "C", "C", "C", "N", "N", "C", "C", "C", "C", "C", "N", "H", "H", "H", "H", "H", "H", "H", "H", "H", "H", "H", "H", "H", "O", "P", "O", "O", "O", "P", "O", "O", "O", "H", "H", "C", "N", "C", "C", "N", "C", "S", "C", "C", "C", "C", "C", "N", "H", "H", "H", "H", "H", "H", "H", "H", "H", "O", "S", "C", "C", "C", "C", "C", "C", "C", "C", "C", "C", "C", "C", "C", "C", "H", "H", "H", "H", "H", "H", "H", "H", "H", "H", "H", "H", "H", "H"], "xyz": [[-1.0844, -0.7009, -0.1994], [1.2802, 4.9342, 2.6005], [0.6722, 4.4711, 3.7628], [0.2943, 3.1420, 3.8809], [0.5098, 2.2274, 2.8333], [1.1417, 2.7047, 1.6749], [1.5094, 4.0360, 1.5627], [0.0184, 0.9394, 2.8802], [0.4181, 0.0612, 3.7599], [1.5264, 0.2983, 4.6725], [1.9390, -0.6358, 5.5679], [1.3014, -1.9026, 5.6657], [0.2589, -2.1760, 4.8261], [-0.2090, -1.2423, 3.8731], [-1.2453, -1.5237, 3.0131], [-1.8233, -2.6296, 3.1844], [-2.8805, -2.9088, 2.2921], [-3.6170, -4.0587, 2.5962], [-4.6436, -4.4431, 1.7583], [-4.9099, -3.6832, 0.6288], [-4.1304, -2.5590, 0.4016], [-3.1490, -2.1672, 1.2150], [1.5636, 5.9757, 2.5028], [0.4843, 5.1546, 4.5850], [-0.1931, 2.7855, 4.7817], [1.3166, 2.0074, 0.8632], [1.9785, 4.3775, 0.6460], [2.0291, 1.2546, 4.6026], [2.7834, -0.4196, 6.2162], [1.6547, -2.6384, 6.3784], [-0.2408, -3.1359, 4.8536], [-3.3492, -4.6239, 3.4794], [-5.2236, -5.3331, 1.9765], [-5.6823, -3.9588, -0.0762], [-4.2739, -1.9456, -0.4812], [-3.4790, -0.0315, -4.4495], [-3.3606, -1.1491, -3.2463], [-4.4241, -2.1688, -3.4440], [-3.2230, -0.3756, -1.9794], [-1.9189, -1.7865, -3.6807], [-0.9445, -2.7542, -2.8205], [-0.9485, -4.0908, -3.7669], [-1.5712, -3.1071, -1.5097], [0.4288, -2.1780, -2.8781], [-3.5836, -0.5384, -5.2645], [-1.7905, -4.5342, -3.5960], [-0.9524, 2.4223, -5.4105], [-1.9894, 2.6996, -4.4462], [-3.2319, 3.2280, -4.7219], [-3.9418, 3.1846, -3.5891], [-3.1316, 2.6369, -2.5981], [-1.8922, 2.3145, -3.1329], [-0.5279, 1.5897, -2.5237], [-3.6440, 2.3274, -1.3078], [-4.9964, 2.0179, -1.1790], [-5.4786, 1.7527, 0.0862], [-4.6096, 1.7881, 1.1654], [-3.2820, 2.0929, 0.9220], [-2.8100, 2.3798, -0.2943], [-1.2449, 2.8623, -6.3637], [-0.8212, 1.3439, -5.5113], [-0.0070, 2.8421, -5.0697], [-3.5023, 3.5882, -5.6986], [-4.9302, 3.5486, -3.3842], [-5.6295, 1.9018, -2.0461], [-6.5203, 1.4877, 0.2203], [-4.9396, 1.5569, 2.1690], [-2.5467, 2.0961, 1.7220], [1.9833, -0.5869, -0.6031], [2.6098, -1.0549, -1.8704], [4.3523, -0.4430, -1.7203], [4.3103, 1.0423, -1.5617], [4.1270, 1.8764, -2.6635], [4.0421, 3.2513, -2.5074], [4.1359, 3.8160, -1.2421], [4.2988, 2.9931, -0.1365], [4.3801, 1.6173, -0.2959], [3.0327, -2.8378, -1.6272], [3.5784, -3.1204, -0.2678], [2.7517, -3.0062, 0.8513], [3.2649, -3.1870, 2.1270], [4.6039, -3.5122, 2.3045], [5.4314, -3.6492, 1.1980], [4.9205, -3.4434, -0.0764], [4.8530, -0.7427, -2.6456], [4.8119, -0.9275, -0.8599], [4.0311, 1.4344, -3.6499], [3.8790, 3.8823, -3.3732], [4.0504, 4.8882, -1.1142], [4.3418, 3.4227, 0.8568], [4.4676, 0.9731, 0.5714], [3.7221, -3.1043, -2.4307], [2.0653, -3.3069, -1.8021], [1.7077, -2.7556, 0.7150], [2.6176, -3.0531, 2.9843], [4.9992, -3.6607, 3.3025], [6.4764, -3.9077, 1.3264], [5.5733, -3.5292, -0.9397]], "relative_energy_ev": 1.537, "orbital_gap_ev": 5.68, "energy_ha": -4184.22557, "homo_ev": -1.58, "charge": -2, "e_lumo_ev": 4.11}